The following is a DFT calculation (wB97M-V/def2-TZVPD) of a molecular structure, C26H36BN6O5Ta.

```
75
Properties=species:S:1:pos:R:3:forces:R:3
Ta 0.404136 0.163495 -0.568449 -0.769 -1.235 -3.184
O 2.818803 0.040563 -0.101676 -0.376 -0.040 0.333
C 2.237650 -0.263565 0.935772 0.140 -0.117 0.314
O 1.107801 -1.011888 0.776056 0.397 0.189 0.807
C 2.459568 0.372956 2.279060 -0.079 -0.025 -0.059
C 1.313242 0.004420 3.240500 -0.047 0.167 -0.097
C 1.566395 0.584074 4.629238 0.100 0.047 0.035
C 1.205190 2.075125 4.421593 0.094 -0.019 0.021
C 0.909228 2.101131 2.928743 -0.070 -0.187 -0.003
O 0.257529 0.833153 2.694449 0.131 0.093 0.099
C 2.238790 1.940050 2.137543 -0.161 -0.308 -0.057
C 2.097339 2.442558 0.723557 0.055 -0.202 0.317
O 2.701346 3.291611 0.194383 -0.027 0.257 -0.299
O 1.030884 1.775349 0.023618 -0.027 0.774 0.634
H 3.460773 0.129774 2.632954 0.042 0.063 0.000
H 1.025493 -1.040739 3.221461 -0.036 -0.035 -0.049
H 2.598992 0.429010 4.944575 -0.051 0.017 0.014
H 0.919340 0.109965 5.362252 -0.008 0.006 0.007
H 2.002837 2.763376 4.695809 -0.006 -0.016 0.020
H 0.313219 2.349711 4.978499 -0.016 0.003 0.014
H 0.276860 2.916664 2.596833 -0.057 0.010 -0.075
H 3.047165 2.512499 2.579601 0.110 -0.035 0.024
C -1.396122 3.571467 0.341468 0.059 -0.149 -0.038
C -1.598744 3.796246 -1.149752 0.054 -0.007 -0.027
C -3.107563 3.919665 -1.439692 -0.063 0.006 -0.043
C -1.078464 2.768452 -2.133660 0.044 -0.083 0.073
C -1.117497 2.979569 -3.507205 -0.097 0.123 -0.113
C -1.004620 1.737643 -4.095644 0.023 0.068 -0.167
N -0.851672 0.821279 -3.144110 -0.163 -0.060 0.135
N -0.823565 1.446539 -1.914251 0.144 -0.019 0.365
B -1.190665 -0.686358 -3.197090 -0.062 0.069 -0.031
N 0.131701 -1.453784 -3.156801 -0.051 -0.045 0.110
C 0.525546 -2.451504 -3.930345 -0.124 -0.164 -0.105
C 1.672764 -3.010537 -3.400263 0.127 -0.038 -0.118
C 1.962540 -2.294362 -2.255018 -0.052 -0.035 0.088
N 1.003482 -1.314788 -2.103520 0.036 0.748 0.584
C 3.062423 -2.659640 -1.297737 -0.035 -0.113 -0.093
C 2.527095 -3.674829 -0.273081 -0.041 -0.006 0.011
C 4.263166 -3.248432 -2.043484 -0.002 -0.017 -0.052
N -1.997155 -1.022423 -1.899064 0.161 -0.108 0.031
C -3.183309 -1.605996 -1.766565 -0.192 -0.052 -0.077
C -3.440475 -1.854631 -0.424412 -0.190 -0.051 -0.098
C -2.334782 -1.395946 0.263747 0.132 0.026 -0.070
N -1.445721 -0.904787 -0.645025 0.402 0.437 0.550
C -2.086559 -1.372528 1.742460 -0.022 0.018 -0.057
C -2.297048 -2.764596 2.344371 -0.046 -0.012 -0.016
C -2.986243 -0.325183 2.410083 -0.027 -0.011 -0.005
H -2.059807 4.237394 0.893449 0.036 -0.011 -0.033
H -0.380215 3.803455 0.641109 0.142 -0.054 0.063
H -1.649817 2.550036 0.646370 0.029 -0.023 -0.003
H -1.132388 4.746182 -1.417421 0.028 0.016 -0.022
H -3.616826 2.973282 -1.235460 0.017 0.047 0.004
H -3.298630 4.194539 -2.476120 -0.019 -0.024 0.037
H -3.541859 4.688197 -0.799218 0.022 -0.036 -0.030
H -1.295157 3.919517 -4.006458 0.003 -0.083 0.039
H -1.061576 1.448556 -5.135232 -0.013 0.007 0.080
H -1.817773 -0.973021 -4.173557 0.081 0.029 0.139
H -0.047364 -2.719177 -4.807234 0.047 0.033 0.082
H 2.233110 -3.840119 -3.797719 -0.032 0.071 0.014
H 3.404077 -1.773592 -0.788590 0.057 0.052 -0.003
H 2.256344 -4.604435 -0.777158 0.010 0.016 0.025
H 1.645188 -3.312087 0.258581 0.060 -0.040 -0.041
H 3.301501 -3.907139 0.460098 -0.014 0.005 -0.034
H 4.040899 -4.245509 -2.427911 0.020 0.032 -0.007
H 5.105087 -3.344801 -1.358381 -0.031 -0.021 -0.004
H 4.576371 -2.616484 -2.875509 -0.001 -0.006 0.042
H -3.780689 -1.819324 -2.641725 0.047 -0.002 0.065
H -4.324278 -2.310729 -0.008471 0.059 0.028 -0.041
H -1.049394 -1.078415 1.904686 0.041 0.016 0.009
H -3.341741 -3.071371 2.254712 0.060 0.002 0.011
H -2.047601 -2.751565 3.406025 -0.022 0.007 -0.033
H -1.677490 -3.517975 1.853988 -0.021 0.043 0.018
H -4.039630 -0.565298 2.251270 0.040 0.018 0.014
H -2.799790 0.678216 2.019085 -0.006 -0.050 0.006
H -2.801643 -0.308160 3.485011 0.005 -0.001 -0.048
```
Forces are in eV/Å.

* HOMO-LUMO gap: 7.0 eV
* lowest unoccupied orbital energy: -8.17 eV
* net charge: +2
* energy relative to the best compared isomer or geometry (same formula, charge and spin): 216.4 kJ/mol



The following is a DFT calculation (wB97M-V/def2-TZVPD) of a molecular structure, C26H36Br33N4O.

```
100
Properties=species:S:1:pos:R:3:forces:R:3
C 0.347007 -0.893584 3.260365 0.531 0.583 -0.016
C 1.717286 -0.526721 2.553025 -0.789 -0.614 1.212
O 2.084471 -1.188020 1.616719 0.070 0.710 -0.022
N 2.461152 0.581006 3.095915 -0.963 -0.561 -1.188
C 2.232463 1.832031 2.299435 1.046 1.026 1.293
C 1.042792 2.699355 2.857284 -0.362 -0.116 -0.917
C -0.370387 2.369282 2.176497 0.645 1.026 0.902
C -0.957530 3.775498 1.724662 1.694 -1.356 -1.001
N -2.214165 3.682185 0.940430 -1.595 -0.627 2.917
C -3.367216 3.560370 1.777699 2.686 -0.012 -0.837
N -4.552653 3.607672 1.169416 0.235 -0.475 0.609
N -3.158524 3.366087 3.149391 -2.472 1.582 -1.511
C -4.356399 2.896272 3.893844 -0.476 -0.649 2.021
C -4.421507 1.313254 3.970140 -0.176 0.245 -0.473
C -4.561393 0.668654 2.558733 0.055 -0.321 -0.346
C -5.836935 0.742479 1.841305 2.104 -1.376 -1.542
C -5.873996 0.153274 0.497873 1.692 0.106 0.935
C -4.675996 -0.460415 -0.076940 0.779 0.127 1.439
C -3.427062 -0.543318 0.668480 -1.501 1.233 1.238
C -3.368890 0.036185 2.002650 -2.100 0.216 -1.237
H 0.482845 -1.703749 4.025206 -0.113 0.620 -0.869
H -0.360306 -1.194342 2.451358 0.571 -0.038 0.766
H -0.054157 0.011652 3.781370 0.250 -0.755 -0.314
H 2.219533 0.724027 4.077267 -0.128 0.122 -0.410
H 2.167989 1.622198 1.205328 -0.109 -0.056 0.934
H 3.168555 2.443043 2.448753 -0.878 -0.485 -0.343
H 1.310562 3.778459 2.658237 -0.329 -0.992 0.204
H 0.926476 2.597579 3.966894 0.388 0.034 -0.879
H -0.233968 1.675886 1.306963 -0.217 0.686 0.575
H -1.010745 1.869284 2.943348 0.285 0.411 -0.833
H -0.179722 4.182784 1.017180 -0.904 -0.186 0.661
H -0.996585 4.507601 2.568409 -0.276 -0.658 -0.782
H -2.236047 2.861149 0.324374 0.255 0.608 -0.430
H -4.698028 3.039214 0.334916 -0.136 0.813 0.033
H -5.241483 4.260690 1.536067 -0.208 -0.955 -0.066
H -2.755813 4.183821 3.612109 0.543 -0.583 -0.094
H -4.211231 3.228439 4.961037 -0.130 -0.166 -1.107
H -5.328807 3.342866 3.573578 0.864 -0.406 -0.009
H -5.292677 1.035986 4.628981 0.759 0.363 -0.684
H -3.497518 0.949046 4.507682 -1.064 0.332 -0.860
H -6.745309 1.227167 2.273510 0.978 -0.526 -0.317
H -6.799566 0.173871 -0.123806 0.786 0.013 0.728
H -4.664205 -0.895662 -1.122381 0.012 0.590 2.291
H -2.502934 -1.014704 0.267875 -0.995 0.323 0.096
H -2.437593 0.010313 2.612229 -0.876 -0.035 -0.568
C 2.918829 6.702389 1.416625 0.129 -0.075 0.008
Br 1.034347 7.060259 1.668990 0.155 -0.006 -0.034
Br 3.770723 6.171642 3.068060 -0.163 0.019 -0.279
Br 3.220522 5.409340 0.009942 -0.112 0.098 0.210
H 3.379448 7.632995 1.099477 -0.116 -0.143 0.028
C 4.562185 3.249806 5.887512 0.127 -0.101 -0.043
Br 2.778064 3.922762 6.227777 0.161 -0.068 -0.007
Br 5.809989 4.678207 5.507768 -0.182 -0.198 0.152
Br 5.185250 2.114520 7.321125 -0.118 0.205 -0.194
H 4.504404 2.633626 4.995841 0.009 0.095 0.112
C 4.832265 -2.622759 -0.556452 -0.070 -0.072 0.086
Br 4.082145 -3.726032 -1.960264 0.172 0.241 0.043
Br 6.209998 -3.553465 0.437051 0.034 0.261 -0.268
Br 5.464505 -0.927357 -1.239238 -0.063 -0.231 0.071
H 4.028236 -2.404347 0.140964 0.102 0.002 -0.092
C 3.549959 -3.852462 -5.845647 0.159 0.009 -0.086
Br 2.822642 -2.062465 -5.766946 0.024 -0.270 -0.002
Br 2.456914 -5.120048 -4.871517 0.049 0.114 -0.115
Br 3.849836 -4.431140 -7.662300 -0.111 0.049 0.231
H 4.517737 -3.823707 -5.354876 -0.155 -0.012 -0.021
C -4.919519 -0.903482 -4.672013 -0.092 -0.024 -0.288
Br -5.984086 -0.150086 -6.097928 0.171 -0.070 0.235
Br -3.076862 -0.329156 -4.767403 -0.251 -0.038 0.063
Br -5.687577 -0.544280 -2.929466 -0.390 0.084 -1.511
H -4.925121 -1.980223 -4.805504 -0.008 0.149 0.068
C 4.367949 -8.523417 -6.010597 -0.052 0.043 -0.029
Br 6.130908 -7.725742 -6.069441 -0.239 -0.104 0.014
Br 3.638839 -8.795697 -7.780308 0.293 0.003 0.269
Br 4.350976 -10.152832 -4.969041 0.024 0.206 -0.143
H 3.717996 -7.816472 -5.504964 0.100 -0.084 -0.084
C -0.673597 -9.334924 -8.727288 0.010 0.034 -0.044
Br 0.462596 -10.898876 -8.686192 -0.170 0.200 0.030
Br -2.481377 -9.746759 -8.174145 0.250 0.057 -0.033
Br 0.079203 -7.873431 -7.706940 -0.249 -0.132 -0.122
H -0.725149 -9.006709 -9.760186 -0.003 -0.024 0.156
C 3.593167 10.320815 -1.136039 -0.017 0.011 -0.139
Br 1.684176 10.360542 -1.439343 0.255 -0.057 0.077
Br 4.015742 10.176075 0.746576 -0.029 0.081 -0.172
Br 4.456703 8.934511 -2.169942 -0.146 0.144 0.194
H 3.990825 11.270117 -1.479116 -0.049 -0.130 0.081
C -1.697363 -4.395825 -9.815698 -0.032 0.014 -0.005
Br -0.784219 -3.762466 -8.229636 -0.090 -0.136 -0.188
Br -0.460197 -5.111831 -11.117673 -0.147 0.049 0.223
Br -3.100500 -5.659104 -9.387713 0.258 0.134 -0.029
H -2.174782 -3.534835 -10.270777 0.079 -0.127 0.065
C -2.377345 2.554023 7.977976 0.063 0.113 0.291
Br -1.097189 3.764108 8.768756 -0.208 -0.172 -0.201
Br -4.167257 3.286145 7.993375 0.240 -0.081 -0.074
Br -1.843036 2.010583 6.196587 0.245 0.138 0.281
H -2.393096 1.659049 8.591302 -0.003 0.091 -0.140
C 3.975729 -7.142765 1.074202 0.086 -0.003 -0.028
Br 3.235920 -5.358685 1.165742 -0.262 -0.379 0.184
Br 2.896654 -8.417506 2.048481 0.113 0.182 -0.154
Br 4.275836 -7.701010 -0.752900 -0.077 0.083 0.228
H 4.945301 -7.109753 1.559939 -0.138 0.008 -0.076
```
Forces are in eV/Å.

* HOMO-LUMO gap: 7.3 eV
* lowest unoccupied orbital energy: -3.68 eV
* net charge: +1



The following is a DFT calculation (wB97M-V/def2-TZVPD) of a molecular structure, C26H36ClIOP2SbV.

```
69
Properties=species:S:1:pos:R:3:forces:R:3
C 0.023055 0.331347 -7.543191 -0.018 -1.187 -0.621
C 0.029791 0.977266 -6.244174 0.071 4.784 1.884
H 0.024004 1.080230 -8.367946 0.000 -0.178 0.820
H -0.885443 -0.303136 -7.610188 0.553 0.215 0.021
H 0.926269 -0.310088 -7.614251 -0.550 0.219 0.023
O 0.039612 2.024746 -5.712784 -0.052 -4.116 -1.618
I 0.046935 -1.024504 -4.335717 -0.048 -0.170 -1.888
V 0.119190 -0.724652 -1.797088 0.472 -1.399 0.971
P 2.478164 -0.130944 -1.718804 1.600 -0.179 -0.076
C 3.234892 1.144805 -0.677037 -0.266 0.287 0.171
C 3.454883 -1.639945 -1.313056 -0.293 -0.093 -0.004
H 4.525063 -1.427013 -1.454363 -0.339 0.025 0.046
H 4.267357 0.249968 -3.284723 -0.371 0.119 -0.098
H 3.154121 -2.468769 -1.966737 0.082 0.226 0.143
H 2.775511 -0.393156 -4.087393 0.430 0.303 0.185
H 2.973088 0.985413 0.372195 0.113 0.187 -0.097
H 3.273153 -1.946521 -0.277569 0.025 -0.020 -0.282
C 3.169470 0.308191 -3.338826 -0.100 -0.066 -0.274
H 4.324770 1.108793 -0.794241 -0.220 -0.048 0.025
H 2.846071 1.326098 -3.588902 0.173 -0.177 -0.086
H 2.882393 2.134781 -0.993067 0.080 -0.185 0.125
P -2.163650 0.029615 -1.673508 -1.755 0.270 0.430
C -2.851532 1.289737 -0.552001 0.252 0.180 0.229
C -2.912796 0.577581 -3.224852 0.157 0.033 -0.510
H -2.702319 -2.364426 -1.741183 -0.117 0.178 0.027
H -4.154832 -1.328283 -1.575751 0.203 -0.010 0.096
H -3.087112 -1.648459 -0.167465 0.022 0.052 -0.242
C -3.117987 -1.478278 -1.249648 0.133 -0.171 -0.071
H -2.566575 -0.055207 -4.049214 -0.369 0.184 0.186
H -4.003936 0.524577 -3.129181 0.238 0.095 -0.057
H -3.946941 1.285245 -0.624407 0.252 -0.091 -0.033
H -2.480911 2.283421 -0.838267 -0.069 -0.229 0.104
H -2.600743 1.610259 -3.419662 -0.138 -0.140 -0.030
H -2.549435 1.106162 0.484574 -0.191 0.099 -0.262
Cl 0.187921 -2.935429 -1.264827 0.022 1.020 -0.281
C -0.495738 4.359650 2.803494 -0.120 -0.751 -0.115
C 0.233675 4.145266 1.626203 -0.171 0.135 0.032
C 0.283532 2.878404 1.034594 -0.173 0.049 0.316
C -0.348950 1.790082 1.648439 -0.162 -0.174 -0.721
C -1.127530 2.005183 2.787409 -0.103 0.207 0.309
C -1.198474 3.280289 3.372780 0.236 0.101 -0.552
Sb 0.071826 -0.214785 0.844867 -0.669 0.212 3.558
C 1.440485 -0.505145 2.555464 0.307 -0.406 -0.747
C 2.802478 -0.732322 2.350956 0.118 -0.002 0.269
C 3.674813 -0.802715 3.443970 -0.219 0.021 0.235
C 3.176278 -0.666556 4.747533 -0.128 0.113 -0.467
C 1.804972 -0.470984 4.952156 0.123 -0.140 -0.421
C 0.935148 -0.418821 3.855593 0.025 0.097 0.118
C -1.418062 -1.546238 1.816402 0.179 0.337 -0.460
C -1.010038 -2.881381 1.906925 -0.312 -0.165 0.081
C -1.860693 -3.846822 2.467412 0.086 0.279 -0.065
C -3.124489 -3.475649 2.943237 0.196 0.204 -0.164
C -3.527613 -2.136216 2.863144 0.265 0.054 -0.146
C -2.677063 -1.167130 2.298791 -0.034 -0.421 0.071
H -0.544634 5.349138 3.258400 0.044 -0.291 -0.152
H 0.746592 4.980776 1.142333 -0.172 -0.270 0.197
H 0.793031 2.757757 0.078052 0.077 0.012 0.250
H -1.713662 1.197447 3.235566 0.376 0.261 -0.089
H -1.826985 3.429464 4.251870 0.242 -0.028 -0.225
H 3.202508 -0.877440 1.345378 -0.093 0.143 0.451
H 4.743251 -0.957188 3.274850 -0.369 -0.001 0.091
H 3.855503 -0.709857 5.595051 -0.131 0.003 -0.154
H 1.400956 -0.366107 5.961279 0.152 -0.090 -0.332
H -0.132797 -0.317840 4.051099 0.269 0.043 -0.157
H -0.040475 -3.190256 1.515000 -0.221 0.048 0.209
H -1.523385 -4.888183 2.518376 -0.199 0.449 0.011
H -3.791797 -4.232975 3.362931 0.230 0.325 -0.119
H -4.512558 -1.832538 3.225583 0.338 -0.125 -0.081
H -3.021574 -0.135765 2.238115 0.032 -0.238 0.010
```
Forces are in eV/Å.

* <S²>: 2.03
* HOMO-LUMO gap (alpha / beta): 5.9 / 6.1 eV
* lowest unoccupied orbital energy (alpha / beta): -7.66 / -7.50 eV
* 2S+1: 3
* net charge: +2
* energy relative to the best compared isomer or geometry (same formula, charge and spin): 0.0 kJ/mol



| no. | calculated total energy (eV) |
| --- | --- |
| 1 | -48942.242 |
| 2 | -2346944.123 |
| 3 | -101005.528 |